[1]
DFT (ωB97M-V/def2-TZVPD) results for the ion C2H2ClO3 with charge -1 at a distorted geometry.

```
8
Properties=species:S:1:pos:R:3:forces:R:3:mulliken_charge:R:1
O -0.843 1.126 1.081 0.36 -0.82 -0.91 -0.7735
C -0.244 1.049 -0.039 -1.22 -2.77 2.56 0.6401
O 0.189 1.914 -0.732 0.95 2.01 -2.34 -0.6304
C 0.123 -0.546 -0.442 -0.66 3.05 2.60 -0.2130
O -0.638 -1.399 0.300 0.60 0.04 0.46 -0.4931
Cl 1.850 -0.508 0.133 1.05 -0.68 0.08 -0.2723
H 0.192 -0.753 -1.450 -0.22 -0.61 -2.08 0.3735
H -0.629 -0.881 1.148 -0.85 -0.22 -0.36 0.3687
```
Forces are in eV/Å.

Computed properties:
* LUMO energy: 3.89 eV
* net charge: -1
* HOMO energy: -0.15889 Eh
* frontier orbital gap: 8.2133 eV
* relative energy (zero: lowest compared OMol25 entry of this formula, charge and spin): 11.4 kcal/mol

---

[2]
DFT (ωB97M-V/def2-TZVPD) results for the molecule C2H8N2 at a distorted geometry.

```
12
Properties=species:S:1:pos:R:3:forces:R:3:mulliken_charge:R:1
N 0.488 1.280 1.247 -0.04 0.15 -1.00 -0.6574
C 0.738 0.218 0.207 -0.02 0.78 1.16 -0.3319
C -0.580 -0.172 -0.435 0.37 -0.82 0.90 -0.4570
N -0.513 -1.539 -0.979 0.89 0.50 0.47 -0.6383
H -0.118 1.977 0.810 -0.13 -0.15 0.19 0.2235
H 1.354 1.803 1.335 0.12 -0.11 0.34 0.2449
H 1.490 0.582 -0.484 0.10 -0.30 -0.50 0.2629
H 1.142 -0.616 0.780 0.07 -0.26 -0.32 0.2441
H -0.852 0.541 -1.206 -0.22 0.04 -0.10 0.3677
H -1.273 -0.152 0.419 -0.36 0.42 -0.38 0.2801
H -0.547 -2.181 -0.198 0.22 -0.10 0.05 0.2425
H -1.328 -1.740 -1.496 -1.00 -0.15 -0.81 0.2189
```
Forces are in eV/Å.

Computed properties:
* LUMO energy: 1.19 eV
* HOMO energy: -0.34685 Eh
* frontier orbital gap: 10.6312 eV
* relative energy (zero: lowest compared OMol25 entry of this formula, charge and spin): 5.3 kcal/mol

---

[3]
DFT (ωB97M-V/def2-TZVPD) results for the molecule C21H22N2O4S at a distorted geometry.

```
50
Properties=species:S:1:pos:R:3:forces:R:3:mulliken_charge:R:1
O -1.694 -1.812 -0.519 0.14 -0.20 0.03 -0.6878
C -1.883 -0.610 -0.492 -0.11 0.12 -0.17 0.3524
N -3.092 -0.050 -0.712 -0.22 0.29 0.06 -0.1782
H -3.222 0.944 -0.601 0.16 -0.05 -0.05 0.2739
C -4.307 -0.823 -0.771 -0.25 0.00 0.38 -1.1540
H -4.851 -0.574 -1.688 -0.04 -0.10 0.06 0.3235
H -4.026 -1.878 -0.783 -0.08 0.08 -0.06 0.4329
C -5.187 -0.515 0.449 0.26 -0.51 -0.19 0.3578
C -6.524 -1.276 0.422 0.09 0.20 0.04 -0.7763
H -6.532 -2.104 1.125 0.01 -0.07 -0.03 0.3773
C -7.550 -0.196 0.765 0.19 0.16 -0.06 -0.5350
H -8.524 -0.375 0.318 -0.07 -0.01 0.02 0.3397
C -6.869 1.053 0.210 -0.41 0.04 -0.07 -0.4831
H -7.186 1.980 0.690 -0.02 -0.04 -0.08 0.2963
O -5.493 0.878 0.484 0.26 0.07 0.05 -0.4242
H -7.035 1.135 -0.874 -0.03 0.03 0.09 0.2736
H -7.663 -0.107 1.846 -0.05 0.02 0.01 0.2718
H -6.705 -1.668 -0.580 -0.02 -0.06 -0.03 0.3300
H -4.611 -0.734 1.358 -0.05 -0.01 -0.12 0.2936
C -0.764 0.360 -0.270 0.35 0.17 0.23 0.4473
C 0.504 -0.050 -0.661 0.06 0.04 0.00 -0.2480
C 1.619 0.766 -0.478 -0.56 0.19 0.12 0.2824
C 1.414 2.024 0.094 0.33 0.49 0.02 0.3861
C 0.157 2.428 0.504 0.07 0.03 -0.04 -0.9022
C -0.939 1.601 0.336 0.00 -0.16 -0.10 -0.9690
H -1.906 1.917 0.697 -0.10 0.03 0.04 0.4817
H 0.048 3.397 0.966 -0.05 0.12 0.06 0.4345
S 2.826 3.144 0.354 -1.00 -0.43 -1.41 0.2766
O 3.658 2.515 1.374 0.83 -0.25 0.88 -0.5125
C 3.510 2.667 -1.297 0.01 0.35 0.56 -0.9974
C 3.856 1.198 -1.324 -0.06 0.30 -0.15 0.7598
O 4.912 0.797 -1.754 0.04 0.08 -0.10 -0.6019
N 2.892 0.347 -0.855 0.12 -0.37 -0.04 0.1825
C 3.249 -1.068 -0.810 0.20 -0.23 -0.07 -1.0490
C 4.511 -1.301 -0.016 0.05 -0.16 0.10 0.7890
C 5.445 -2.228 -0.455 -0.14 0.04 0.03 -0.6285
C 6.589 -2.474 0.284 0.06 -0.08 -0.01 -0.5942
C 6.812 -1.789 1.466 0.11 -0.02 0.04 -0.3992
C 5.885 -0.861 1.906 0.00 0.01 0.05 -0.7353
C 4.736 -0.621 1.175 -0.09 -0.07 -0.02 -0.1043
H 4.030 0.117 1.526 -0.06 0.10 -0.01 0.3300
H 6.055 -0.316 2.823 0.02 0.04 0.08 0.4027
H 7.710 -1.974 2.038 0.07 -0.01 0.04 0.3782
H 7.311 -3.195 -0.070 0.06 -0.05 -0.03 0.3739
H 5.280 -2.756 -1.383 -0.01 -0.03 -0.12 0.3527
H 3.384 -1.442 -1.831 -0.06 -0.04 0.13 0.2918
H 2.430 -1.610 -0.333 0.04 0.10 -0.14 0.4487
H 2.740 2.918 -2.025 -0.04 0.01 -0.09 0.4038
H 4.414 3.241 -1.496 -0.05 -0.04 0.06 0.4608
H 0.589 -1.019 -1.129 0.04 -0.08 -0.01 0.5749
```
Forces are in eV/Å.

Computed properties:
* LUMO energy: 0.11 eV
* HOMO energy: -0.31950 Eh
* frontier orbital gap: 8.8048 eV
* relative energy (zero: lowest compared OMol25 entry of this formula, charge and spin): 35.3 kcal/mol

---

[4]
DFT (ωB97M-V/def2-TZVPD) results for a cluster of 5 separate species, H10O5 in total.

```
15
Properties=species:S:1:pos:R:3:forces:R:3:mulliken_charge:R:1
O -0.115 -2.685 1.245 -0.02 -0.14 -0.21 -0.6389
H 0.502 -1.961 1.354 0.19 0.20 0.00 0.3135
H -0.559 -2.752 2.090 -0.15 -0.04 0.20 0.3228
O 1.565 -0.124 -5.534 -0.02 0.23 -0.01 -0.6387
H 2.050 -0.725 -6.099 0.13 -0.12 -0.18 0.3196
H 1.215 -0.680 -4.838 -0.12 -0.12 0.19 0.3191
O -0.748 2.012 0.328 -0.23 0.09 0.12 -0.6336
H -0.663 1.864 -0.614 0.00 -0.02 -0.24 0.3152
H 0.048 1.637 0.703 0.25 -0.08 0.13 0.3152
O 3.453 0.576 1.098 -0.29 -0.05 0.00 -0.6258
H 3.968 1.142 1.673 0.09 0.17 0.18 0.3159
H 4.098 0.172 0.518 0.13 -0.13 -0.18 0.3167
O -4.806 0.394 3.041 0.05 -0.09 0.22 -0.6406
H -4.294 0.595 2.257 0.21 0.07 -0.19 0.3206
H -5.715 0.535 2.777 -0.24 0.03 -0.03 0.3190
```
Forces are in eV/Å.

Computed properties:
* LUMO energy: 0.40 eV
* HOMO energy: -0.42031 Eh
* frontier orbital gap: 11.8331 eV
* relative energy (zero: lowest compared OMol25 entry of this formula, charge and spin): 32.4 kcal/mol

---

[5]
DFT (ωB97M-V/def2-TZVPD) results for a cluster of 2 separate species, C5H11O5S in total at a distorted geometry.

```
22
Properties=species:S:1:pos:R:3:forces:R:3:mulliken_charge:R:1
C -1.423 2.788 -0.492 3.08 0.73 0.27 -0.9878
C 2.679 -2.514 -0.286 1.48 0.27 2.48 -1.1853
C -0.854 1.869 0.623 -1.99 -0.74 0.42 -0.0589
C 2.003 -1.277 0.296 -0.83 -2.19 2.02 -0.1695
C 0.176 0.045 -0.434 -1.76 0.02 -1.97 -0.6629
O -2.984 -0.022 1.068 -1.69 -1.64 -1.66 -0.6735
O -2.145 -0.634 -1.238 -3.15 -0.68 -0.76 -0.5154
O 0.307 1.060 0.447 1.44 1.27 0.28 -0.4035
O 1.184 -0.819 -0.714 0.03 0.85 -0.24 -0.2992
O -1.310 -1.670 0.727 -2.35 -1.48 -0.48 -0.4737
S -2.613 -1.145 0.102 4.33 2.11 2.75 0.6258
H -0.615 3.573 -0.834 -1.46 -1.41 0.49 0.2311
H -1.833 2.287 -1.336 -0.42 -0.36 -0.60 0.2855
H -2.140 3.306 0.114 -0.85 0.52 -0.30 0.3607
H 1.914 -3.090 -0.761 -0.16 -0.72 -0.08 0.2915
H 3.394 -2.165 -0.965 0.90 0.37 -1.73 0.3237
H 3.374 -3.060 0.467 -1.69 0.51 -0.88 0.3135
H -1.678 1.098 0.904 1.22 1.90 -0.18 0.2897
H -0.741 2.651 1.415 0.80 -1.37 0.02 0.2978
H 2.619 -0.515 0.689 1.43 1.01 -0.03 0.3337
H 1.479 -1.598 1.245 -0.38 0.22 -1.04 0.2332
H -0.793 -0.166 -1.035 2.03 0.79 1.22 0.8434
```
Forces are in eV/Å.

Computed properties:
* LUMO energy (alpha / beta): 3.75 / 2.19 eV
* net charge: -1
* HOMO energy (alpha / beta): -0.04932 / -0.19288 Eh
* expectation value of S²: 2.01
* multiplicity: 3
* frontier orbital gap (alpha / beta): 5.0960 / 7.4343 eV